[1]
# C15H14F6N4O4RhS4

C15H14F6N4O4RhS4 as an isolated structure (ωB97M-V/def2-TZVPD, the Open Molecules 2025 dataset).

## Properties
Strongest force on any atom in eV Å⁻¹: 0.52
2S+1: 1
Energy above the lowest of the compared OMol25 structures with the same formula, charge and spin in kJ/mol: 0.0
Total charge: +1

Element x y z (Å)
Rh (0.96190, 1.00511, -0.77863)
S (2.69654, -0.11308, -1.80548)
C (1.33671, -0.94568, -2.46996)
N (0.25676, -0.43556, -1.95089)
C (-0.92315, -0.96696, -2.47305)
C (-2.23258, -0.64904, -2.13574)
C (-3.24541, -1.32550, -2.78836)
C (-2.96697, -2.30109, -3.74969)
C (-1.66486, -2.62466, -4.08072)
C (-0.64216, -1.94334, -3.43222)
S (1.08505, -2.15058, -3.65492)
H (-2.44207, 0.11466, -1.40084)
H (-4.27472, -1.09302, -2.55211)
H (-3.78208, -2.81119, -4.24390)
H (-1.44907, -3.38054, -4.82339)
N (0.98915, -0.30412, 0.70825)
C (0.88319, -0.83945, 1.72702)
N (0.76227, -1.45712, 2.85423)
C (1.37221, -0.92209, 4.09111)
C (0.28734, -0.66372, 5.12401)
C (-0.56548, -1.91196, 5.34116)
C (-1.17682, -2.39280, 4.02649)
C (-0.09591, -2.65297, 2.98936)
H (1.92487, -0.01982, 3.83619)
H (2.08390, -1.66910, 4.45133)
H (-0.34146, 0.16413, 4.78495)
H (0.76081, -0.35056, 6.05525)
H (-1.35273, -1.70529, 6.06540)
H (0.05440, -2.70750, 5.76727)
H (-1.87091, -1.64075, 3.64113)
H (-1.74448, -3.31203, 4.17619)
H (-0.50934, -2.88845, 2.01035)
H (0.54788, -3.48081, 3.29686)
F (0.06599, 1.43003, -4.04109)
C (-0.69895, 2.49809, -3.84344)
F (-0.33920, 3.45413, -4.67419)
F (-1.96880, 2.17577, -4.02814)
S (-0.54739, 3.14244, -2.10454)
O (-1.18341, 2.19786, -1.19724)
O (-0.98867, 4.48617, -2.13849)
N (1.06986, 2.90689, -1.88866)
S (1.70125, 3.65250, -0.59150)
O (1.56123, 2.63296, 0.47584)
O (1.30624, 4.98455, -0.34346)
C (3.51082, 3.68968, -0.99951)
F (4.11570, 4.21944, 0.04877)
F (3.69390, 4.43608, -2.06827)
F (3.97862, 2.46832, -1.21271)

=====

[2]
# C15H14FeN4O4Te

C15H14FeN4O4Te as an isolated structure at a distorted geometry (ωB97M-V/def2-TZVPD, the Open Molecules 2025 dataset).

## Properties
Strongest force on any atom in eV Å⁻¹: 1.39
<S²>: 8.769
2S+1: 6
Energy above the lowest of the compared OMol25 structures with the same formula, charge and spin in kJ/mol: 71.4
Total charge: +1

Element x y z (Å)
Fe (-0.01291, -0.63470, -0.24253)
C (-3.62991, -1.34714, 1.42937)
C (-3.21374, -1.69110, 0.04216)
N (-2.06839, -1.37938, -0.54065)
C (-2.13371, -1.85948, -1.83040)
C (-3.33766, -2.45186, -2.03469)
N (-3.99954, -2.33516, -0.84133)
C (-4.00438, -3.17419, -3.15874)
O (-3.33649, -3.28059, -4.28635)
O (-5.10575, -3.62263, -2.96932)
C (-1.00066, -1.59716, -2.73928)
O (-0.98719, -2.00761, -3.88276)
O (-0.06657, -0.88625, -2.17375)
H (-2.76821, -1.02859, 2.01330)
H (-4.09252, -2.20226, 1.92146)
H (-4.36331, -0.53880, 1.41535)
H (-4.93487, -2.69563, -0.70173)
H (-2.44286, -2.84482, -4.24309)
Te (2.42428, 0.35884, -1.46172)
C (3.95533, 1.30194, -0.42599)
C (3.90188, 1.54559, 0.94916)
C (4.96584, 2.16553, 1.58105)
C (6.08461, 2.54303, 0.84614)
C (6.14008, 2.30648, -0.52145)
C (5.07746, 1.68846, -1.16191)
H (3.02781, 1.25400, 1.51763)
H (4.93089, 2.35398, 2.64586)
H (6.91616, 3.02496, 1.34387)
H (7.01225, 2.60433, -1.08807)
H (5.11641, 1.50557, -2.22852)
N (-1.54115, 1.71796, 1.33586)
C (-1.64705, 1.98255, 2.64781)
C (-0.59909, 1.35185, 3.27973)
C (0.10926, 0.73319, 2.24639)
N (-0.46718, 0.96903, 1.05959)
H (-2.12405, 2.05985, 0.58834)
H (-2.44501, 2.59545, 3.03438)
H (-0.36442, 1.35463, 4.32931)
H (1.02436, 0.16013, 2.30556)

=====

[3]
# C15H14N2O2S

An isolated molecule of C15H14N2O2S (ωB97M-V/def2-TZVPD, the Open Molecules 2025 dataset).

## Properties
Strongest force on any atom in eV Å⁻¹: 0.76
SMILES string: COc1cccc(-n2cnc3sc(C)c(C)c3c2=O)c1
2S+1: 1
Energy above the lowest of the compared OMol25 structures with the same formula, charge and spin in kJ/mol: 67.3

Element x y z (Å)
C (-4.60151, 0.53781, -0.74066)
O (-4.19143, 1.74825, -1.33488)
C (-2.86412, 1.98417, -1.47461)
C (-2.51325, 3.23328, -1.99259)
C (-1.18712, 3.56934, -2.16038)
C (-0.18414, 2.67744, -1.81635)
C (-0.53364, 1.43246, -1.31554)
N (0.48723, 0.50560, -0.96649)
C (1.47937, 0.25809, -1.86081)
N (2.48407, -0.51921, -1.66783)
C (2.53396, -1.12071, -0.46205)
S (3.80207, -2.19178, 0.00224)
C (3.05414, -2.43216, 1.56063)
C (3.68523, -3.33045, 2.56420)
C (1.89676, -1.72679, 1.70873)
C (1.06736, -1.76087, 2.94889)
C (1.58651, -0.96538, 0.54403)
C (0.45896, -0.09249, 0.31615)
O (-0.44043, 0.15503, 1.09432)
C (-1.86437, 1.07448, -1.14918)
H (-4.16653, 0.41462, 0.25541)
H (-4.33881, -0.32342, -1.36339)
H (-5.68514, 0.60362, -0.65822)
H (-3.30243, 3.92252, -2.24616)
H (-0.92575, 4.54004, -2.55293)
H (0.85504, 2.94968, -1.92004)
H (1.39548, 0.75023, -2.81954)
H (4.59706, -3.76626, 2.16608)
H (3.92714, -2.77600, 3.47138)
H (3.00101, -4.13376, 2.83848)
H (0.21317, -1.10062, 2.83779)
H (1.65694, -1.44257, 3.80788)
H (0.71484, -2.77380, 3.14161)
H (-2.09766, 0.09964, -0.75619)

=====

[4]
# C15H14N2O5S

An isolated molecule of C15H14N2O5S at a distorted geometry (ωB97M-V/def2-TZVPD, the Open Molecules 2025 dataset).

## Properties
Strongest force on any atom in eV Å⁻¹: 15.25
SMILES string: O=[N+]([O-])c1ccc(N(C[C@@H]2CO2)S(=O)(=O)c2ccccc2)cc1
2S+1: 1
Energy above the lowest of the compared OMol25 structures with the same formula, charge and spin in kJ/mol: 1600.0

Element x y z (Å)
O (-3.41647, 0.17567, 4.04723)
N (-3.44990, 1.02356, 3.11715)
O (-4.34486, 1.80221, 2.79149)
C (-2.21826, 0.94301, 2.20286)
C (-1.21414, 0.15589, 2.41873)
C (-0.01162, -0.15561, 1.64999)
C (0.24139, 0.66905, 0.63968)
N (1.12636, 0.57830, -0.50618)
C (2.50929, 0.30159, 0.21507)
C (3.36277, 1.08449, -0.31400)
C (4.87009, 1.19788, 0.53237)
O (3.72279, 2.29353, 0.58012)
S (0.82264, 0.47199, -1.94676)
O (2.01044, 0.12948, -2.64002)
O (-0.25277, 1.23727, -2.51236)
C (0.25429, -1.46058, -1.75208)
C (-1.10888, -1.45400, -1.28283)
C (-1.58492, -2.84435, -1.14422)
C (-1.00540, -3.95316, -1.41426)
C (0.51383, -3.87142, -1.75583)
C (0.96741, -2.42829, -2.09324)
C (-0.97109, 1.72238, 0.17921)
C (-2.04340, 1.79637, 0.99042)
H (-1.45254, -0.64293, 3.16293)
H (0.49502, -1.12754, 1.76610)
H (2.48343, 0.17300, 1.24483)
H (2.74282, -0.76494, -0.30925)
H (3.42261, 1.44197, -1.27358)
H (4.93623, 0.56955, 1.40819)
H (5.55719, 1.55230, -0.08676)
H (-1.87938, -0.67552, -1.25026)
H (-2.87303, -2.94737, -1.12708)
H (-1.13838, -5.07866, -1.16636)
H (1.07363, -4.73932, -1.96798)
H (2.08469, -2.49976, -2.34637)
H (-0.84377, 2.15384, -0.66328)
H (-2.80192, 2.56347, 0.96178)

=====

[5]
# C15H14N2O6W

C15H14N2O6W as an isolated structure (ωB97M-V/def2-TZVPD, the Open Molecules 2025 dataset).

## Properties
Strongest force on any atom in eV Å⁻¹: 0.98
<S²>: 2.010
2S+1: 3
Energy above the lowest of the compared OMol25 structures with the same formula, charge and spin in kJ/mol: 55.1
Total charge: +2

Element x y z (Å)
W (-0.22193, -0.59706, 0.09342)
O (4.53716, -2.85757, -3.03265)
C (3.48063, -2.38498, -2.42293)
C (2.42122, -1.72564, -3.08122)
C (1.37238, -1.28110, -2.32593)
N (1.32355, -1.44410, -0.99566)
C (2.32924, -2.07431, -0.35512)
C (3.41740, -2.55461, -1.02176)
C (2.05035, -2.12114, 1.12662)
O (2.75483, -2.53982, 1.97350)
O (0.83141, -1.54193, 1.34226)
C (0.16319, -0.51862, -2.80211)
O (-0.11546, -0.23256, -3.90944)
O (-0.57888, -0.19212, -1.69762)
H (4.53977, -2.72861, -3.99082)
H (2.41850, -1.57145, -4.15338)
H (4.22799, -3.05310, -0.50548)
O (1.42626, 1.08070, 0.89190)
C (0.54880, 2.13981, 1.35718)
C (-0.22330, 1.72203, 2.60113)
C (-1.24478, 0.58703, 2.40110)
C (-2.33054, 0.91980, 1.41128)
C (-3.36971, 1.78537, 1.66873)
C (-4.31441, 2.01567, 0.67746)
C (-4.18578, 1.36663, -0.54598)
C (-3.10469, 0.54040, -0.75131)
N (-2.18287, 0.32195, 0.20739)
H (2.19295, 1.03054, 1.47455)
H (-0.10904, 2.36392, 0.51384)
H (1.13540, 3.03318, 1.56516)
H (-0.75580, 2.59910, 2.97491)
H (0.48287, 1.43349, 3.38263)
H (-1.68896, 0.36059, 3.37080)
H (-0.76926, -0.38300, 2.09511)
H (-3.45273, 2.26131, 2.63724)
H (-5.14259, 2.68823, 0.85738)
H (-4.90999, 1.50918, -1.33446)
H (-2.95317, 0.04277, -1.69771)

=====

[6]
# C15H14N2OPtS2Te

C15H14N2OPtS2Te as an isolated structure at a distorted geometry (ωB97M-V/def2-TZVPD, the Open Molecules 2025 dataset).

## Properties
Strongest force on any atom in eV Å⁻¹: 4.53
<S²>: 3.784
2S+1: 4
Energy above the lowest of the compared OMol25 structures with the same formula, charge and spin in kJ/mol: 44.3
Total charge: -1

Element x y z (Å)
Pt (-1.08786, -0.24187, -0.18404)
O (-0.66265, 0.21986, 1.71638)
N (-1.53026, 0.97317, 2.46752)
C (-1.25937, 1.14914, 3.80706)
C (-2.20451, 1.80480, 4.62676)
C (-3.24866, 2.53626, 4.02813)
C (-3.32547, 2.43487, 2.65422)
C (-2.55850, 1.64315, 1.80310)
S (-3.10926, 1.16486, 0.21260)
H (-0.34980, 0.62323, 4.18822)
H (-2.19316, 1.86823, 5.70572)
H (-3.75892, 3.27139, 4.62274)
H (-4.05684, 3.02142, 2.15259)
Te (-1.68298, -0.40592, -2.61051)
C (-0.39346, 1.06713, -3.33996)
C (-0.59171, 2.36947, -2.78692)
C (0.16181, 3.35406, -3.50568)
C (1.08863, 2.81706, -4.43392)
S (0.98576, 1.09786, -4.51213)
H (-1.32710, 2.58480, -2.00157)
H (0.22623, 4.38618, -3.30440)
H (1.84724, 3.38704, -5.04412)
C (3.19746, -4.58465, -0.77159)
C (2.26648, -3.42574, -0.56530)
C (1.66190, -3.12241, 0.71033)
C (0.89735, -1.96726, 0.90097)
N (0.62614, -1.19948, -0.13847)
C (1.36036, -1.24791, -1.28768)
C (2.13520, -2.40831, -1.52196)
H (3.92200, -4.39214, -1.57896)
H (2.61251, -5.54685, -1.01078)
H (3.76414, -4.77412, 0.14358)
H (1.94802, -3.75766, 1.46764)
H (0.59480, -1.68232, 1.88618)
H (1.29478, -0.51892, -2.05671)
H (2.74973, -2.49841, -2.43903)

=====

- What is the 2S+1 in the sixth record?
  4